Entry 1
A single C5H10 molecule, computed with ωB97M-V/def2-TZVPD.

Structure (XYZ):
```
15
C5H10 ωB97M-V/def2-TZVPD
H -2.68181 -0.75421 -1.08762
H 1.42318 1.63792 -0.15410
H 2.64986 -1.30292 -0.64743
H 0.14199 -1.21865 0.11619
H -3.37439 0.15298 0.27402
H 3.47515 0.35726 -0.16199
H -2.24758 -1.33356 0.60235
H -1.21879 1.20805 0.99624
C -1.18739 0.62864 0.04721
H -1.26792 1.33879 -0.84336
H 2.63437 -0.55566 1.14165
C 1.29160 0.54624 -0.12499
C -2.43056 -0.34830 -0.07869
C 2.63065 -0.28137 -0.05763
C 0.16163 -0.07520 -0.02183
```

Orbital gap ... 0.3834 Ha
HOMO ... -9.16 eV
Structure (SMILES) ... C/C=C/CC

=====

Entry 2
A single C5H10 molecule, computed with ωB97M-V/def2-TZVPD.

Structure (XYZ):
```
15
C5H10 ωB97M-V/def2-TZVPD
H -1.67344 1.07023 -1.61449
H 1.38413 -1.40144 -0.79382
C -1.04172 0.81238 -0.77022
H 2.57550 0.39399 0.07491
C -0.59687 -0.60362 -0.52393
H -0.33175 1.59434 -0.53231
H 0.69955 -1.67852 0.79293
C 1.59775 0.28816 0.55317
C -1.59858 0.04099 0.39333
H -1.23313 0.30866 1.38301
H -2.64285 -0.26445 0.37935
H 1.75802 0.24134 1.63293
C 0.80726 -0.91974 0.00614
H 1.07881 1.22721 0.36049
H -0.98562 -1.35958 -1.20737
```

Orbital gap ... 0.4188 Ha
HOMO ... -10.09 eV
Structure (SMILES) ... CCC1CC1

=====

We find entry 2 to be the most stable, with the next structure 0.0262 hartree higher.

=====

Entry 1
A single C5H10 molecule, computed with ωB97M-V/def2-TZVPD.

Structure (XYZ):
```
15
C5H10 ωB97M-V/def2-TZVPD
H -0.90180 -0.52981 1.62994
C -0.88159 -0.75240 0.55484
C 0.53651 -1.17065 0.12467
H 0.29659 1.73435 0.84317
H 0.31608 2.05289 -0.89376
H 0.48272 -1.86498 -0.72224
H -1.97966 1.11910 0.14968
H 2.14306 0.33696 0.31079
C 1.25373 0.14151 -0.29749
H -1.35911 0.28692 -1.28171
H -1.62958 -1.53086 0.37164
H 1.58962 0.07301 -1.33840
C -1.13867 0.53334 -0.23416
C 0.20448 1.26249 -0.14394
H 1.06761 -1.69186 0.92698
```

Orbital gap ... 0.4529 Ha
HOMO ... -11.06 eV
Structure (SMILES) ... C1CCCC1

=====

Entry 2
A single C5H10 molecule, computed with ωB97M-V/def2-TZVPD.

Structure (XYZ):
```
15
C5H10 ωB97M-V/def2-TZVPD
H 0.81573 -0.44659 -2.06495
H 2.57927 -0.15002 -0.19815
C 0.62144 0.73193 0.00064
C -1.85551 1.17764 0.45785
C 0.99015 -1.17224 -1.25970
C 1.54049 -0.43240 -0.00066
C -0.55375 0.48518 0.85187
H -0.11542 1.00415 1.73454
H -0.71992 -0.55849 1.18056
H 1.71252 -1.92512 -1.60433
H -2.58154 1.15525 1.27733
H 0.03594 -1.66523 -1.03000
H 1.50121 -1.09712 0.88236
H -2.30861 0.67644 -0.40472
H -1.66201 2.21661 0.17736
```

Orbital gap ... 0.3198 Ha
HOMO ... -8.19 eV

=====

Entry 3
A 2-piece molecular cluster, C5H10 overall, computed with ωB97M-V/def2-TZVPD.

Structure (XYZ):
```
15
C5H10 ωB97M-V/def2-TZVPD
C -1.74983 0.34285 0.17074
C 0.98212 1.64669 -0.58544
H 2.34343 0.10024 -1.06071
C -0.26703 -1.67333 0.12041
H -2.34491 1.07795 0.70506
H 0.47979 2.21795 0.19057
H -0.81730 -2.61949 0.14848
H -1.70869 0.43575 -0.91363
H 0.70302 1.87544 -1.61139
C 1.85890 0.69553 -0.29096
H 2.10711 0.45476 0.74042
H -1.12919 -0.67539 1.88959
C -1.08302 -0.61706 0.80169
H 0.69447 -1.83908 0.62157
H -0.06888 -1.42283 -0.92638
```

Orbital gap ... 0.3883 Ha
HOMO ... -9.31 eV
Structure (SMILES) ... C=CC.C=C

=====

We find entry 1 to be the most stable, with the next structure 0.0685 hartree higher.

=====

Entry 1
A 4-piece molecular cluster, C4H8N4O overall, computed with ωB97M-V/def2-TZVPD.

Structure (XYZ):
```
17
C4H8N4O ωB97M-V/def2-TZVPD
H -2.55908 0.65987 -2.24566
H 1.34045 -1.31583 -0.84500
N -0.26260 -1.27679 -1.79523
H 2.26524 -1.45123 0.49496
O -1.21781 0.91099 0.79317
H -0.51650 -1.11914 -2.82336
N -2.67317 0.78937 -1.19474
H 2.05180 2.00717 1.95559
H -1.00441 -2.09082 -1.48740
N 1.89909 -0.62543 -0.23875
C 0.25650 0.83262 0.85470
H 1.60978 -0.15169 2.82097
H -0.65373 1.34928 2.87945
N -0.35354 0.03993 -1.01467
C -1.60950 0.51800 -0.42838
C 0.80961 1.00577 2.33430
C 0.61786 -0.08206 -0.05995
```

Orbital gap ... 0.2845 Ha
HOMO ... -7.88 eV

=====

Entry 2
A 2-piece molecular cluster, C4H8N4O overall, computed with ωB97M-V/def2-TZVPD.

Structure (XYZ):
```
17
C4H8N4O ωB97M-V/def2-TZVPD
N 1.97979 0.42498 1.97325
N 1.16640 0.76107 -0.24702
H -3.54588 0.00495 -1.84645
C -1.64231 0.32854 -0.93383
C 1.96355 -0.08520 0.68472
N 2.81357 -0.94564 0.31742
H 1.44559 0.72406 -1.21854
H -2.70123 -1.47622 -1.33887
H 2.83157 -1.13526 -0.67807
C -0.74347 -0.22326 0.09308
H 1.06509 0.59715 2.36453
H -3.44597 -0.45979 -0.12458
H 1.00789 1.71527 0.04907
C -2.92367 -0.44352 -1.07724
N -0.49687 -0.92657 1.00501
O -1.32940 1.28332 -1.60124
H 2.55535 -0.14388 2.57876
```

Orbital gap ... 0.3391 Ha
HOMO ... -9.23 eV
Structure (SMILES) ... CC(=O)C#N.N=C(N)N

=====

We find entry 2 to be the most stable, with the next structure 0.3544 hartree higher.

=====

Entry 1
A 2-piece molecular cluster, C6H12N2O overall, computed with ωB97M-V/def2-TZVPD.

Structure (XYZ):
```
21
C6H12N2O ωB97M-V/def2-TZVPD
H -1.22917 -1.03600 -0.73443
N -0.45584 -1.67462 -0.11562
N -2.11505 0.10050 -0.74719
H 1.72802 -1.81272 1.93512
H -1.30422 2.54746 -1.99209
C 0.54064 -0.94587 0.38576
H 2.36346 -1.25834 -0.66513
C -1.24876 1.09746 -0.43973
H 2.09424 0.42902 -0.21256
C -0.68396 1.19024 0.80779
H -0.29577 1.15213 -2.36442
H 0.29802 2.39911 -1.24792
O -0.55261 1.56578 1.91752
C 1.60088 -0.47522 -0.56902
C 0.93349 -1.06536 1.82945
H 1.19359 -0.29740 -1.56217
H 1.31438 -0.11989 2.21775
H -0.99676 -2.13606 0.61151
H 0.09174 -1.36670 2.45471
H -2.69206 -0.13689 0.05934
C -0.58427 1.84337 -1.56867
```

Orbital gap ... 0.2958 Ha
HOMO ... -7.38 eV

=====

Entry 2
A single C6H12N2O molecule, computed with ωB97M-V/def2-TZVPD.

Structure (XYZ):
```
21
C6H12N2O ωB97M-V/def2-TZVPD
C 3.11600 -0.88940 -0.52629
H 3.40026 -1.14853 0.45313
H 3.87528 -0.51908 -1.23838
N 2.14614 0.18608 -0.36003
C -0.01364 1.86955 -0.25085
H -1.78545 0.97483 1.61186
H -0.17936 2.60207 0.59624
C -0.02205 0.50094 0.30853
H -3.17182 0.27474 -0.28227
H 2.38570 -1.66516 -0.88370
H 1.02695 1.91632 -0.76934
C -1.22275 -0.50114 0.29036
H -2.82504 -1.34878 -0.82428
C -1.00972 0.29539 1.53380
H -0.63611 -0.13424 2.44493
H 0.11559 -1.90149 0.50568
N 1.14077 -0.25392 0.27608
H -0.83846 1.97132 -0.93453
H -2.19558 0.00597 -1.61912
C -2.41676 -0.39619 -0.68642
O -0.88994 -1.83930 0.35459
```

Orbital gap ... 0.3557 Ha
HOMO ... -9.12 eV
Structure (SMILES) ... C/N=N/[C@]1(C)C[C@]1(C)O

=====

We find entry 1 to be the most stable, with the next structure 0.0303 hartree higher.

=====

Entry 1
A single C6H12N2O molecule, computed with ωB97M-V/def2-TZVPD.

Structure (XYZ):
```
21
C6H12N2O ωB97M-V/def2-TZVPD
H -0.99133 -2.58268 -1.28308
H 1.57197 -1.63521 1.98232
C -0.10012 -2.34631 -0.69510
C 1.74519 -0.70826 1.44776
N -0.71623 0.42049 -1.01335
H 2.06344 2.22131 0.53688
C 0.84443 -0.29666 0.55117
N 0.80529 0.77699 -0.26824
H 2.71185 -0.22534 1.53580
H 0.13323 -3.21063 -0.07223
H 0.81602 2.85004 -0.55143
H 0.39021 2.34156 1.10859
H -2.70818 0.39139 -0.36076
C -1.88511 1.09991 -0.48982
O -1.26341 -1.31451 1.12419
H -2.22275 1.86015 -1.19850
H 0.73983 -2.13090 -1.35739
C -0.43213 -1.16148 0.20533
C 1.01359 2.11946 0.23647
H -1.68491 1.54107 0.48895
H -0.83088 -0.01038 -1.92757
```

Orbital gap ... 0.3216 Ha
HOMO ... -8.12 eV
Structure (SMILES) ... C=C(C(C)=O)N(C)NC

=====

Entry 2
A 2-piece molecular cluster, C6H12N2O overall, computed with ωB97M-V/def2-TZVPD.

Structure (XYZ):
```
21
C6H12N2O ωB97M-V/def2-TZVPD
C 0.62593 -0.76307 -2.73824
N 0.28136 0.28877 -0.83298
H -1.36762 1.44240 -1.45308
H 2.45799 -0.84575 0.05909
C -1.21649 0.65950 2.83665
H -1.01241 0.18862 -3.66915
O -1.16792 -0.79755 2.64980
C -0.61053 0.71334 -1.67430
C 2.02218 -1.51510 -0.68651
H 0.37971 0.84972 1.35751
H -1.45284 -0.93184 1.74341
H -2.30088 0.81259 2.80831
H -1.00073 0.74700 3.89570
C 1.01865 -0.69621 -1.43104
C -0.43214 1.41482 1.79946
H 0.79019 -1.46807 -3.53820
N -0.36344 0.16486 -2.90447
H -1.12195 1.62831 0.98854
H 1.53243 -2.28240 -0.09616
H 0.13352 2.24049 2.23743
H 2.80501 -1.85043 -1.35176
```

Orbital gap ... 0.3493 Ha
HOMO ... -8.76 eV
Structure (SMILES) ... Cc1c[nH]cn1.CCO

=====

Entry 3
C6H12N2O as an isolated structure, computed with ωB97M-V/def2-TZVPD.

Structure (XYZ):
```
21
C6H12N2O ωB97M-V/def2-TZVPD
C -0.91881 -1.66578 -0.22587
H 3.00740 1.09751 -1.38238
H 1.88664 2.05431 0.49984
H 2.54758 -0.54985 -0.65644
N -1.65767 0.67033 -0.29526
H -2.46474 -0.61545 1.08232
C 2.85137 0.49608 -0.44691
H -2.94197 -0.99441 -0.53022
N 0.27573 -1.37887 0.55291
H -1.24343 0.82047 1.75198
C -0.72599 1.03399 0.85420
C 0.55827 0.45679 0.44009
H 3.72560 0.47077 0.24203
C 1.67733 1.07532 0.24186
C -2.12963 -0.67801 -0.01499
O 1.25062 -2.10168 0.10704
H -0.70462 2.13142 0.86883
H -0.79086 -1.55698 -1.35791
H -0.85648 0.57094 -1.12124
H -2.32994 1.36821 -0.51802
H -1.01639 -2.70513 -0.09186
```

Orbital gap (alpha / beta) ... 0.2110 / 0.2109 Ha
HOMO (alpha / beta) ... -5.79 / -5.79 eV

=====

We find entry 2 to be the most stable, with the next structure 0.1220 hartree higher.

=====

Entry 1
A 2-piece molecular cluster, C6H12N2O overall, computed with ωB97M-V/def2-TZVPD.

Structure (XYZ):
```
21
C6H12N2O ωB97M-V/def2-TZVPD
O 0.45176 -1.47551 0.83523
N -2.03305 -0.84403 1.46310
H -2.92940 -0.65651 1.87641
H 3.26706 1.18453 0.26804
H 2.88022 -0.37751 1.00617
C 0.16122 -0.34147 0.48988
C -0.05800 -0.68011 -1.92376
H -2.07830 -1.13307 -1.46338
C 2.57985 0.34087 0.24700
H 0.83687 1.54428 -0.23520
H 0.27299 -1.70671 -1.96011
H -1.14213 2.06702 0.57448
N -1.75590 1.37769 0.99123
C 1.15431 0.80844 0.50402
C -1.32212 0.18343 0.95081
C -1.35883 -0.37820 -1.74010
H 0.61307 0.04367 -2.35332
H 1.09368 1.28856 1.48489
H 2.65927 -0.14519 -0.72476
H -1.55589 -1.72618 1.56421
H -1.73671 0.62602 -1.85484
```

Orbital gap ... 0.3551 Ha
HOMO ... -9.01 eV
Structure (SMILES) ... [H]/N=C(/N)C(=O)CC.C=C

=====

Entry 2
A single C6H12N2O molecule, computed with ωB97M-V/def2-TZVPD.

Structure (XYZ):
```
21
C6H12N2O ωB97M-V/def2-TZVPD
C 0.78749 -0.39576 0.17479
H -0.20399 2.47408 0.22493
H -0.97254 -1.63163 1.77495
N 1.22377 -1.59496 1.42362
N -1.41649 -1.01418 1.10061
H 1.70164 1.12880 -1.01214
H -1.39810 2.79945 -1.13567
C 1.94741 0.18951 -0.52304
H 1.73442 -0.68894 3.05794
O 2.22670 -0.95842 2.27475
C -1.01433 0.77290 -0.70932
H -2.21283 -0.48398 1.42634
H -1.19202 -0.43636 -2.45190
H -2.38577 0.87306 -2.35360
H -2.55319 -0.57009 -1.34668
C -1.83530 0.12887 -1.77588
H 2.35758 -0.50758 -1.25656
C -0.45182 -0.25490 0.49310
H 2.71864 0.38390 0.22776
H 1.78631 -2.28991 0.93230
C -0.84757 2.07617 -0.54629
```

Orbital gap ... 0.3415 Ha
HOMO ... -8.39 eV
Structure (SMILES) ... C=C(C)/C(N)=C(\C)NO

=====

We find entry 1 to be the most stable, with the next structure 0.1048 hartree higher.